one.
Below is CH10O6 as an isolated structure, with properties calculated with ωB97M-V/def2-TZVPD.

ORCA input file:
```
! RIJCOSX wB97M-V def2-TZVPD def2/J DEFGRID3
* xyz 0 1
H 0.04284 -0.66529 -0.74260
O 1.10685 0.03739 -0.65958
O -0.95399 -1.17064 -0.43029
H 1.78213 -0.03119 -1.36751
H 0.73187 0.96216 -0.91478
C -1.63524 -0.25048 0.24030
H -2.57042 -0.52101 0.97805
O -1.15002 0.84505 -0.00952
O 0.15137 0.30762 3.23635
H 0.66233 0.46559 2.43824
H 0.14068 1.24809 3.65151
O 1.46696 -2.44700 -0.64784
H 0.70788 -2.34179 -0.14472
H 1.15486 -2.76889 -1.62840
O 0.33373 2.44714 -1.62825
H 0.18578 2.86662 -0.75096
H -0.66568 2.13206 -1.84765
*
```

In elementary charge units, the natural (NBO) charges are:
1 H 0.51
2 O -0.91
3 O -0.77
4 H 0.50
5 H 0.53
6 C 0.66
7 H 0.16
8 O -0.72
9 O -0.94
10 H 0.47
11 H 0.47
12 O -0.95
13 H 0.48
14 H 0.47
15 O -0.94
16 H 0.49
17 H 0.51

two.
Below is a 5-piece molecular cluster, CH10O6 overall, with properties calculated with ωB97M-V/def2-TZVPD.

ORCA input file:
```
! RIJCOSX wB97M-V def2-TZVPD def2/J DEFGRID3
* xyz 0 1
O 0.10284 -2.44296 1.61053
C -0.14028 -2.20325 0.45533
O 0.45061 -1.21592 -0.18159
H -0.86051 -2.79722 -0.10462
H -0.00047 -0.95106 -1.01136
H -0.66645 1.44628 -0.37937
H -1.91671 1.95068 -1.18699
O -1.36653 1.18207 -1.01541
H 0.74717 1.49286 1.46000
H 1.40011 2.40916 0.38038
O 0.55368 2.12760 0.73744
H 1.03161 -0.65879 2.03369
H 0.42152 0.01579 3.24178
O 1.13294 0.12516 2.59989
H -0.84692 0.10341 -2.36404
H 0.23294 -0.03834 -3.45687
O -0.27556 -0.54546 -2.81878
*
```

In elementary charge units, the natural (NBO) charges are:
1 O -0.61
2 C 0.65
3 O -0.69
4 H 0.11
5 H 0.53
6 H 0.52
7 H 0.48
8 O -1.01
9 H 0.51
10 H 0.48
11 O -0.99
12 H 0.50
13 H 0.48
14 O -0.97
15 H 0.50
16 H 0.48
17 O -0.99

three.
Below is a 5-piece molecular cluster, CH10O6 overall, with properties calculated with ωB97M-V/def2-TZVPD.

ORCA input file:
```
! RIJCOSX wB97M-V def2-TZVPD def2/J DEFGRID3
* xyz 0 1
O -0.95131 1.53479 1.51222
C 0.18141 1.76405 1.19903
O 1.11568 0.89581 1.60329
H 0.43893 2.62143 0.56768
H 2.00886 0.84261 1.25200
H -0.32523 -0.67458 -1.60092
H 0.63408 -0.80451 -0.54601
O 0.27405 -0.09267 -1.10364
H -1.66911 -1.82421 -0.19736
H -1.88824 -2.98887 -1.22571
O -1.61476 -2.07666 -1.14370
H -2.63193 -0.54444 1.23583
H -1.07854 -0.35017 1.25150
O -1.79498 -1.00886 1.26825
H 1.76176 0.82198 -1.75299
H 3.02551 0.57005 -0.97336
O 2.51382 1.31425 -1.34609
*
```

In elementary charge units, the natural (NBO) charges are:
1 O -0.59
2 C 0.67
3 O -0.72
4 H 0.14
5 H 0.51
6 H 0.51
7 H 0.47
8 O -0.97
9 H 0.50
10 H 0.48
11 O -1.01
12 H 0.49
13 H 0.51
14 O -0.97
15 H 0.50
16 H 0.45
17 O -0.96

four.
Below is a 5-piece molecular cluster, CH10O6 overall, with properties calculated with ωB97M-V/def2-TZVPD.

ORCA input file:
```
! RIJCOSX wB97M-V def2-TZVPD def2/J DEFGRID3
* xyz 0 1
O 0.33717 -1.10464 -1.38727
C 0.72525 -1.95343 -0.53021
O 0.19517 -2.35116 0.66889
H 1.88787 -2.22112 -0.47468
H -0.34455 -1.67684 0.98966
H 0.82216 2.20870 0.78850
H 1.84141 2.20389 1.73890
O 1.55839 1.66633 1.00268
H -2.11438 2.69428 -0.54085
H -1.37188 1.78029 -1.57913
O -1.37617 2.04691 -0.66769
H -1.66414 -1.17221 -3.36041
H -1.77740 -0.82252 -1.89637
O -2.02507 -0.48310 -2.81103
H 1.12741 0.26026 2.17411
H 1.50974 -0.75679 3.09107
O 0.66902 -0.31885 2.79382
*
```

In elementary charge units, the natural (NBO) charges are:
1 O -0.59
2 C 0.65
3 O -0.68
4 H 0.12
5 H 0.51
6 H 0.49
7 H 0.46
8 O -0.93
9 H 0.47
10 H 0.49
11 O -0.97
12 H 0.47
13 H 0.48
14 O -0.96
15 H 0.48
16 H 0.46
17 O -0.96

Result of the stability comparison: one is the least stable of them.

one.
Below is C3H8N2 as an isolated structure, with properties calculated with ωB97M-V/def2-TZVPD.

ORCA input file:
```
! RIJCOSX wB97M-V def2-TZVPD def2/J DEFGRID3
* xyz 0 1
C -1.62374 -0.19207 0.03226
C 0.88870 -0.29209 -0.02347
C 0.84985 1.25931 -0.03493
H -1.78927 0.30817 1.03480
H -2.33553 -0.96641 -0.16047
H -1.71621 0.62207 -0.67442
H -0.43449 -1.93226 0.28038
H 0.89021 1.48414 1.22498
H 1.87173 1.57494 -0.79112
H -0.30337 1.73831 -0.55303
H 1.98367 -1.88446 -0.18222
N -0.33751 -0.88214 -0.21225
N 2.05597 -0.83752 0.05950
*
```

In elementary charge units, the natural (NBO) charges are:
1 C -0.40
2 C 0.42
3 C -0.71
4 H 0.19
5 H 0.21
6 H 0.20
7 H 0.38
8 H 0.25
9 H 0.28
10 H 0.21
11 H 0.33
12 N -0.62
13 N -0.72

two.
Below is C3H8N2 as an isolated structure, with properties calculated with ωB97M-V/def2-TZVPD.

ORCA input file:
```
! RIJCOSX wB97M-V def2-TZVPD def2/J DEFGRID3
* xyz 0 1
C 1.97327 -0.04089 -0.12142
C 0.50611 0.06636 -0.41626
N -0.28071 -0.33725 0.80102
C -1.61570 -0.28542 0.55632
N -2.19172 -0.06991 -0.58327
H 2.36501 -1.05406 -0.01914
H 2.61272 0.44194 -0.86419
H 2.23113 0.43161 0.83056
H 0.11086 -0.58094 -1.20212
H 0.16834 1.05870 -0.71953
H -2.90211 0.65108 -0.48438
H -0.78128 0.65871 1.00053
H -2.19594 -0.93993 1.22187
*
```

In elementary charge units, the natural (NBO) charges are:
1 C -0.62
2 C -0.27
3 N -0.51
4 C 0.20
5 N -0.82
6 H 0.22
7 H 0.22
8 H 0.21
9 H 0.22
10 H 0.20
11 H 0.37
12 H 0.40
13 H 0.18

Result of the stability comparison: two is the least stable of them.

one.
Below is one molecule with the formula C3H8N2, with properties calculated with ωB97M-V/def2-TZVPD.

ORCA input file:
```
! RIJCOSX wB97M-V def2-TZVPD def2/J DEFGRID3
* xyz 0 1
C 1.71602 -0.71203 0.32548
C 0.40846 -0.02629 0.04030
C -0.74082 -0.65882 0.22060
N -2.02061 -0.03471 0.07936
N 0.48248 1.26388 -0.49713
H 1.51615 -1.70897 0.71120
H 2.30261 -0.16514 1.08052
H 2.29875 -0.79614 -0.59753
H -0.81662 -1.67138 0.58855
H -1.95049 0.90720 -0.28004
H -2.66021 -0.54300 -0.51643
H 1.38077 1.70534 -0.43777
H -0.07909 1.49081 -1.29788
*
```

In elementary charge units, the natural (NBO) charges are:
1 C -0.63
2 C 0.10
3 C -0.09
4 N -0.83
5 N -0.86
6 H 0.22
7 H 0.21
8 H 0.21
9 H 0.19
10 H 0.36
11 H 0.36
12 H 0.38
13 H 0.38

two.
Below is a 2-piece molecular cluster, C3H8N2 overall, with properties calculated with ωB97M-V/def2-TZVPD.

ORCA input file:
```
! RIJCOSX wB97M-V def2-TZVPD def2/J DEFGRID3
* xyz 0 1
C 3.12679 -1.03746 -1.08778
N 3.93397 -1.43913 -2.09113
H 3.30886 -0.04607 -0.69007
H 2.45724 -1.68141 -0.60888
H 3.70790 -2.47776 -2.16210
C -1.46640 1.92719 1.02952
C -1.67637 0.65170 0.64918
N -2.99638 -0.01405 0.58769
H -2.32289 2.47491 1.53975
H -0.67506 2.46974 0.48771
H -0.87525 -0.08042 0.34224
H -3.55241 0.18688 1.51863
H -2.97001 -0.93412 0.48525
*
```

In elementary charge units, the natural (NBO) charges are:
1 C -0.07
2 N -0.57
3 H 0.17
4 H 0.15
5 H 0.32
6 C -0.52
7 C 0.01
8 N -0.81
9 H 0.20
10 H 0.22
11 H 0.18
12 H 0.36
13 H 0.35

Result of the stability comparison: two is the least stable of them.

one.
Below is C3H8N2 as an isolated structure, with properties calculated with ωB97M-V/def2-TZVPD.

ORCA input file:
```
! RIJCOSX wB97M-V def2-TZVPD def2/J DEFGRID3
* xyz 0 1
C -0.35962 0.47895 -0.06213
C -0.31140 -0.92829 0.36247
C 1.00314 -0.00872 -0.68545
H -1.16334 1.41886 1.58409
H -0.37941 2.58876 0.69605
H -0.84478 0.32998 -1.09706
H 0.29469 -1.11862 1.34162
H -1.39906 -1.23443 0.66218
H -0.02713 -1.57907 -1.63340
H 1.76586 -0.03652 0.33415
H 1.38208 -0.02652 -1.75577
N -0.40931 1.56009 0.94504
N 0.44828 -1.44447 -0.69178
*
```

In elementary charge units, the natural (NBO) charges are:
1 C -0.09
2 C -0.23
3 C -0.24
4 H 0.37
5 H 0.38
6 H 0.16
7 H 0.20
8 H 0.17
9 H 0.35
10 H 0.19
11 H 0.21
12 N -0.85
13 N -0.62

two.
Below is one molecule with the formula C3H8N2, with properties calculated with ωB97M-V/def2-TZVPD.

ORCA input file:
```
! RIJCOSX wB97M-V def2-TZVPD def2/J DEFGRID3
* xyz 0 1
C -1.12919 1.21159 0.88891
C 1.01865 -1.21269 -0.85410
C 0.82660 0.23691 -0.33441
N -1.66249 0.06173 0.34804
N -0.08727 0.31834 0.74935
H -1.14051 1.97257 0.20556
H -1.39158 1.43824 1.83032
H 0.76702 -1.96243 0.00732
H 0.50345 -1.58426 -1.73760
H 2.09683 -1.53315 -1.13212
H 1.67991 0.67126 -0.00523
H 0.48327 0.93593 -1.04982
H -1.96469 -0.55404 1.08377
*
```

In elementary charge units, the natural (NBO) charges are:
1 C -0.08
2 C -0.63
3 C -0.24
4 N -0.47
5 N -0.28
6 H 0.16
7 H 0.17
8 H 0.22
9 H 0.22
10 H 0.21
11 H 0.21
12 H 0.17
13 H 0.34

three.
Below is a 2-piece molecular cluster, C3H8N2 overall, with properties calculated with ωB97M-V/def2-TZVPD.

ORCA input file:
```
! RIJCOSX wB97M-V def2-TZVPD def2/J DEFGRID3
* xyz 0 1
C -4.04859 4.71278 1.46574
N -5.01989 4.69843 2.27488
H -2.99996 4.61325 1.79180
H -4.19460 4.34514 0.43412
H -5.66836 3.91975 2.25549
C 2.22392 -3.97886 -0.87411
C 2.87754 -2.82559 -0.84110
N 3.74352 -2.45973 -1.90822
H 2.35509 -4.84186 -1.50657
H 1.64381 -4.09498 0.05048
H 2.88070 -2.14988 0.00317
H 4.24127 -3.26998 -2.24777
H 4.38642 -1.69944 -1.75343
*
```

In elementary charge units, the natural (NBO) charges are:
1 C 0.01
2 N -0.67
3 H 0.17
4 H 0.12
5 H 0.38
6 C -0.51
7 C 0.01
8 N -0.83
9 H 0.21
10 H 0.20
11 H 0.19
12 H 0.37
13 H 0.37

Result of the stability comparison: one is the least stable of them.